{
  "formula": "C28H21IN4O4RhS",
  "method": "the ωB97M-V functional and the def2-TZVPD basis",
  "elements": ["Rh", "C", "O", "C", "C", "C", "C", "C", "C", "N", "N", "C", "C", "C", "C", "O", "C", "N", "C", "C", "C", "C", "H", "H", "H", "H", "H", "H", "H", "H", "H", "H", "H", "H", "O", "C", "O", "C", "C", "C", "C", "S", "C", "C", "H", "H", "H", "H", "H", "I", "C", "C", "C", "C", "N", "C", "H", "H", "H", "H"],
  "xyz": [[-0.1769, -0.0041, 0.0075], [-0.1014, 4.3876, -6.2877], [-0.1219, 5.5696, -5.5150], [0.7255, 5.6845, -4.4810], [0.6860, 6.8877, -3.7510], [1.4670, 7.0724, -2.6428], [2.3241, 6.0406, -2.1996], [2.4247, 4.8693, -2.9908], [1.6299, 4.6880, -4.0906], [3.0064, 6.1327, -1.0541], [3.6286, 5.2083, -0.4643], [3.1357, 4.0246, -0.1033], [4.0334, 2.9491, 0.0800], [3.6029, 1.6397, 0.1112], [2.2331, 1.3387, 0.0302], [1.7290, 0.1233, 0.0019], [1.3065, 2.4053, -0.0037], [-0.0046, 2.0226, 0.0058], [-0.9295, 2.9803, 0.0138], [-0.6130, 4.3273, 0.0433], [0.7133, 4.7316, 0.0224], [1.7120, 3.7618, -0.0360], [-0.8356, 4.5319, -7.0777], [-0.3828, 3.5150, -5.6882], [0.8808, 4.2209, -6.7390], [0.0130, 7.6627, -4.0841], [1.4195, 7.9965, -2.0867], [3.1329, 4.1064, -2.7018], [1.7181, 3.7626, -4.6348], [5.0886, 3.1718, 0.1013], [4.3128, 0.8303, 0.1652], [-1.9664, 2.6718, 0.0093], [-1.4012, 5.0612, 0.0776], [0.9640, 5.7791, 0.0756], [-9.0749, 0.0827, 1.0860], [-8.3738, -0.0607, -0.0412], [-8.9226, -0.1978, -1.0985], [-6.8733, -0.0363, 0.0562], [-6.1565, 0.1285, 1.2427], [-4.7759, 0.1658, 1.2264], [-4.1050, 0.0316, 0.0128], [-2.3714, 0.0623, -0.0441], [-4.8054, -0.1373, -1.1820], [-6.1796, -0.1751, -1.1494], [-8.5430, 0.1883, 1.8845], [-6.6490, 0.2309, 2.1998], [-4.2139, 0.2979, 2.1394], [-4.2623, -0.2379, -2.1092], [-6.7511, -0.3093, -2.0550], [3.1819, -4.9328, -0.1827], [1.2601, -4.0780, -0.0746], [0.1288, -4.8799, -0.0069], [-1.0998, -4.2477, 0.0721], [-1.1542, -2.8660, 0.0810], [-0.0634, -2.0895, 0.0131], [1.1226, -2.6967, -0.0643], [0.2016, -5.9559, -0.0138], [-2.0148, -4.8163, 0.1296], [-2.1143, -2.3748, 0.1431], [1.9965, -2.0589, -0.1168]],
  "e_lumo_ev": [-3.57, -5.98],
  "e_above_lowest_kj_mol": 168.45,
  "s_squared": 6.1259,
  "homo_energy_ev": [-8.91, -10.79],
  "multiplicity": 5,
  "total_charge": 1,
  "homo_lumo_gap_ev": [5.34, 4.81]
}